This record from the Open Molecules 2025 dataset describes one molecule with the formula C4H5NO at a distorted geometry. The level of theory is ωB97M-V with the def2-TZVPD basis set.

Summary:
Calculated total energy: -285.39338 a.u.
Kohn-Sham gap: 11.2 eV
HOMO: -10.56 eV
Multiplicity: 1
Relative energy (zero: lowest compared OMol25 entry of this formula, charge and spin): 0.577 eV
SMILES: N#CCCC=O
LUMO: 0.685 eV
Strongest force on any atom: 1.127 eV/Å

Structure (XYZ):
```
11
Properties=species:S:1:pos:R:3:forces:R:3
H 0.0592 1.5107 -0.0709 0.050 -0.144 0.044
H -0.1829 -1.5611 -0.2445 -0.060 0.134 -0.061
C -0.7502 -0.3898 -1.8908 -0.141 0.127 -0.983
H 1.3940 0.4222 -0.3850 -0.111 0.019 0.075
N -0.8965 -0.2401 -3.0283 0.158 -0.145 1.107
C 0.6269 0.3110 1.5935 -0.157 -0.228 0.163
C 0.4162 0.4878 0.1102 0.008 -0.001 -0.009
O 0.0823 -0.5427 2.2513 0.243 0.377 -0.285
C -0.5555 -0.5522 -0.4479 -0.042 -0.052 0.037
H -1.5259 -0.4745 0.0520 0.131 -0.005 -0.072
H 1.3324 1.0286 2.0604 -0.078 -0.081 -0.016
```
Positions in Å, forces in eV/Å.

Results of the natural (NBO) charge analysis, in e, for atoms 1 through 5: H 0.24; H 0.26; C 0.28; H 0.24; N -0.32

=====

This record from the Open Molecules 2025 dataset describes one molecule with the formula C4H5NO. The level of theory is ωB97M-V with the def2-TZVPD basis set.

Summary:
Calculated total energy: -285.28624 a.u.
Kohn-Sham gap: 10.1 eV
HOMO: -8.92 eV
Multiplicity: 1
Relative energy (zero: lowest compared OMol25 entry of this formula, charge and spin): 3.492 eV
LUMO: 1.129 eV
Strongest force on any atom: 0.599 eV/Å

Structure (XYZ):
```
11
Properties=species:S:1:pos:R:3:forces:R:3
C -0.5852 -1.5329 2.1010 0.170 0.384 -0.137
H -0.8785 0.3837 -2.5435 0.110 0.048 0.054
N 0.1016 0.1505 -2.4101 0.244 -0.146 0.043
H -0.9042 -2.4540 2.5379 0.049 0.181 -0.087
H 1.3276 0.8328 1.0274 -0.172 -0.036 -0.003
H 0.5970 -0.2648 -3.1840 -0.067 0.136 0.198
H -0.2153 1.6116 1.4847 0.067 -0.171 -0.121
O -0.1819 0.7875 -0.3803 0.237 -0.152 -0.152
C 0.2367 0.7490 0.9827 0.023 0.026 0.225
C -0.2087 -0.4991 1.6142 -0.138 -0.396 0.245
C 0.7107 0.2358 -1.2299 -0.523 0.125 -0.265
```
Positions in Å, forces in eV/Å.

Results of the natural (NBO) charge analysis, in e, for atoms 1 through 5: C -0.21; H 0.38; N -0.81; H 0.24; H 0.23

=====

This record from the Open Molecules 2025 dataset describes one molecule with the formula C4H5NO. The level of theory is ωB97M-V with the def2-TZVPD basis set.

Summary:
Calculated total energy: -285.30008 a.u.
Kohn-Sham gap: 8.2 eV
HOMO: -8.19 eV
Multiplicity: 1
Relative energy (zero: lowest compared OMol25 entry of this formula, charge and spin): 3.116 eV
LUMO: 0.064 eV
Strongest force on any atom: 0.411 eV/Å

Structure (XYZ):
```
11
Properties=species:S:1:pos:R:3:forces:R:3
C 1.1613 -0.9317 -0.1292 0.108 -0.042 -0.182
H -1.5084 0.1333 1.3331 0.140 -0.020 -0.067
H 0.3478 1.6516 0.2489 -0.163 -0.061 -0.057
C 0.9340 0.1433 -0.9895 -0.079 -0.098 0.391
H 1.9623 -1.6591 -0.2151 -0.184 0.064 0.003
C 0.1442 -1.0333 0.8405 -0.120 0.134 -0.006
C -0.1913 0.8627 -0.3167 0.077 0.048 0.067
H -0.9238 1.2730 -2.0100 -0.096 0.042 0.125
O -1.2130 1.3995 -1.0949 0.136 -0.074 -0.203
H 0.0175 -1.7868 1.6162 0.027 0.125 -0.113
N -0.7307 -0.0525 0.7166 0.155 -0.118 0.041
```
Positions in Å, forces in eV/Å.

Results of the natural (NBO) charge analysis, in e, for atoms 1 through 5: C -0.46; H 0.42; H 0.20; C -0.12; H 0.22

=====

This record from the Open Molecules 2025 dataset describes one molecule with the formula C4H5NO at a distorted geometry. The level of theory is ωB97M-V with the def2-TZVPD basis set.

Summary:
Calculated total energy: -285.26933 a.u.
Kohn-Sham gap: 8.8 eV
HOMO: -8.21 eV
Multiplicity: 1
Relative energy (zero: lowest compared OMol25 entry of this formula, charge and spin): 3.952 eV
SMILES: [H]/N=C1\[C@H]2C[C@@]12O
LUMO: 0.632 eV
Strongest force on any atom: 1.669 eV/Å

Structure (XYZ):
```
11
Properties=species:S:1:pos:R:3:forces:R:3
H 1.2053 0.9726 1.6127 0.106 -0.219 0.238
C 0.1476 -0.2657 0.7392 0.133 0.254 0.398
C 0.8048 -0.1672 -0.5256 -0.508 0.332 -0.139
C -1.2244 -0.6952 0.3640 0.008 -0.300 0.138
O 0.4562 0.3938 1.8427 0.068 0.191 0.159
N 1.9234 0.2443 -1.0044 -0.129 0.048 0.615
H -0.9062 0.4850 -1.6602 -0.865 1.428 -0.025
H 1.6192 0.8596 -1.7563 0.663 -0.281 -0.707
H -1.4853 -1.7137 0.0966 0.255 -0.292 0.489
H -1.9657 -0.2192 1.0155 -0.071 0.024 -0.455
C -0.5750 0.1058 -0.7243 0.338 -1.185 -0.712
```
Positions in Å, forces in eV/Å.

Results of the natural (NBO) charge analysis, in e, for atoms 1 through 5: H 0.50; C 0.42; C 0.19; C -0.42; O -0.62

=====

This record from the Open Molecules 2025 dataset describes C4H5NO as an isolated structure. The level of theory is ωB97M-V with the def2-TZVPD basis set.

Summary:
Calculated total energy: -285.25683 a.u.
Kohn-Sham gap: 11.4 eV
HOMO: -10.61 eV
Multiplicity: 1
Relative energy (zero: lowest compared OMol25 entry of this formula, charge and spin): 4.293 eV
LUMO: 0.745 eV
Strongest force on any atom: 0.662 eV/Å

Structure (XYZ):
```
11
Properties=species:S:1:pos:R:3:forces:R:3
H 1.0274 1.0372 0.4727 -0.110 -0.036 0.062
C -2.0292 1.5468 -0.3293 0.520 -0.236 0.334
C 0.6845 -1.2554 -0.5407 0.076 0.048 -0.250
H 1.2102 -0.8784 -2.3080 -0.015 0.019 0.065
H 0.1777 0.6420 1.9940 -0.038 0.009 -0.175
C 0.1775 0.5069 0.9109 0.030 0.191 0.079
O 0.3119 -0.8962 0.7041 -0.004 -0.023 -0.050
H -2.1685 1.0006 0.8410 -0.137 -0.007 0.086
H 0.7161 -2.3457 -0.6070 0.014 0.146 -0.043
N 0.9459 -0.4141 -1.4441 -0.061 -0.298 0.222
C -1.0535 1.0563 0.3065 -0.274 0.186 -0.329
```
Positions in Å, forces in eV/Å.

Results of the Mulliken charge analysis, in e, for atoms 1 through 5: H 0.32; C -0.70; C 0.16; H 0.23; H 0.31

=====

This record from the Open Molecules 2025 dataset describes C4H5NO as an isolated structure at a distorted geometry. The level of theory is ωB97M-V with the def2-TZVPD basis set.

Summary:
Calculated total energy: -285.35468 a.u.
Kohn-Sham gap: 11.6 eV
HOMO: -10.73 eV
Multiplicity: 1
Relative energy (zero: lowest compared OMol25 entry of this formula, charge and spin): 1.630 eV
LUMO: 0.838 eV
Strongest force on any atom: 1.127 eV/Å

Structure (XYZ):
```
11
Properties=species:S:1:pos:R:3:forces:R:3
H 1.7206 0.4590 0.6103 -0.063 -0.042 -0.123
C 1.2503 0.0292 -0.2822 0.294 0.196 -0.069
H -0.3357 1.6498 -0.2412 0.039 -0.184 -0.022
H 1.9947 -0.0885 -1.0740 -0.117 -0.009 0.110
C -0.0913 0.6712 -0.6563 -0.031 0.121 -0.085
H -0.2814 0.6538 -1.7312 0.012 0.030 0.167
C -0.6811 -0.5732 0.0334 -0.280 -0.045 -0.002
C -1.1722 -0.3326 1.4068 -0.342 0.157 0.931
O 0.5935 -1.2172 0.0340 0.024 -0.132 0.058
N -1.5497 -0.1376 2.4826 0.358 -0.164 -1.055
H -1.4374 -1.1423 -0.5165 0.105 0.072 0.090
```
Positions in Å, forces in eV/Å.

Results of the natural (NBO) charge analysis, in e, for atoms 1 through 5: H 0.18; C -0.06; H 0.23; H 0.19; C -0.43

=====

This record from the Open Molecules 2025 dataset describes one molecule with the formula C4H5NO at a distorted geometry. The level of theory is ωB97M-V with the def2-TZVPD basis set.

Summary:
Calculated total energy: -285.36513 a.u.
Kohn-Sham gap: 9.9 eV
HOMO: -8.90 eV
Multiplicity: 1
Relative energy (zero: lowest compared OMol25 entry of this formula, charge and spin): 1.346 eV
SMILES: Cc1cnco1
LUMO: 1.025 eV
Strongest force on any atom: 3.214 eV/Å

Structure (XYZ):
```
11
Properties=species:S:1:pos:R:3:forces:R:3
H -1.9885 -1.0755 0.7372 0.165 -0.031 -0.129
H -2.1418 0.6197 0.2573 0.426 -0.363 -0.109
H -0.0637 1.7388 0.8685 0.097 0.555 -0.513
H -2.1140 -0.6421 -0.9740 0.214 -0.052 0.086
C -0.1705 -0.1739 -0.0778 0.186 0.789 0.233
N 1.8102 0.9303 0.1458 0.108 -0.511 -0.141
H 3.0524 -0.7540 -0.5121 -0.873 0.332 0.187
C -1.6783 -0.3441 -0.0152 0.278 -0.303 -0.079
O 0.7468 -1.0850 -0.4247 2.151 1.373 -0.063
C 2.1271 -0.2187 -0.2519 -2.831 -1.487 -0.323
C 0.4203 1.0045 0.2468 0.079 -0.301 0.851
```
Positions in Å, forces in eV/Å.

Results of the natural (NBO) charge analysis, in e, for atoms 1 through 5: H 0.23; H 0.23; H 0.21; H 0.23; C 0.33

=====

This record from the Open Molecules 2025 dataset describes one molecule with the formula C4H5NO at a distorted geometry. The level of theory is ωB97M-V with the def2-TZVPD basis set.

Summary:
Calculated total energy: -285.39439 a.u.
Kohn-Sham gap: 8.8 eV
HOMO: -7.77 eV
Multiplicity: 1
Relative energy (zero: lowest compared OMol25 entry of this formula, charge and spin): 0.550 eV
SMILES: Oc1cc[nH]c1
LUMO: 1.000 eV
Strongest force on any atom: 2.153 eV/Å

Structure (XYZ):
```
11
Properties=species:S:1:pos:R:3:forces:R:3
H 2.5011 0.7712 0.0053 -0.814 -1.052 -0.003
H 0.2779 2.1840 0.0006 -0.372 -0.489 -0.082
C -1.3883 0.7311 0.0023 -1.000 -0.380 0.201
N -1.3863 -0.6411 0.0058 -0.406 -0.132 -0.087
C -0.0936 -1.1288 -0.0311 0.147 1.483 0.042
C -0.1025 1.1572 -0.0268 1.444 0.282 0.049
O 2.0544 -0.1083 0.0442 1.904 0.986 -0.192
H -2.1930 -1.2187 0.1850 0.132 0.217 -0.220
H 0.1793 -2.1578 -0.0829 -0.132 -0.382 0.109
C 0.7203 -0.0153 -0.0367 -1.301 -0.145 0.214
H -2.3123 1.3101 0.0515 0.397 -0.389 -0.031
```
Positions in Å, forces in eV/Å.

Results of the natural (NBO) charge analysis, in e, for atoms 1 through 5: H 0.48; H 0.22; C -0.05; N -0.50; C -0.17

=====

This record from the Open Molecules 2025 dataset describes one molecule with the formula C4H5NO. The level of theory is ωB97M-V with the def2-TZVPD basis set.

Summary:
Calculated total energy: -285.31022 a.u.
Kohn-Sham gap: 9.8 eV
HOMO: -9.36 eV
Multiplicity: 1
Relative energy (zero: lowest compared OMol25 entry of this formula, charge and spin): 2.840 eV
LUMO: 0.474 eV
Strongest force on any atom: 0.915 eV/Å

Structure (XYZ):
```
11
Properties=species:S:1:pos:R:3:forces:R:3
C 1.8082 -0.4011 -0.1924 0.357 -0.165 0.031
C 0.5063 1.1144 0.8416 0.548 -0.527 0.181
H -2.1961 0.5156 0.5027 0.014 -0.073 -0.051
H -1.4055 -1.0170 0.8842 0.013 -0.061 0.045
N 0.7527 -0.5982 -0.8174 -0.487 -0.129 -0.360
O 1.7344 0.6051 0.7814 0.329 0.584 0.623
H 2.7597 -0.9053 -0.2955 -0.018 0.128 0.060
C -1.5248 -0.2532 0.1192 -0.267 0.008 0.006
C -0.1869 0.3551 -0.2274 -0.419 0.558 -0.359
H -0.3377 1.2152 -0.9165 -0.034 -0.368 -0.234
H -1.9560 -0.7177 -0.7669 -0.036 0.044 0.058
```
Positions in Å, forces in eV/Å.

Results of the natural (NBO) charge analysis, in e, for atoms 1 through 5: C 0.34; C 0.29; H 0.23; H 0.22; N -0.41

=====

This record from the Open Molecules 2025 dataset describes one molecule with the formula C4H5NO at a distorted geometry. The level of theory is ωB97M-V with the def2-TZVPD basis set.

Summary:
Calculated total energy: -285.28684 a.u.
Kohn-Sham gap: 11.4 eV
HOMO: -10.52 eV
Multiplicity: 1
Relative energy (zero: lowest compared OMol25 entry of this formula, charge and spin): 3.476 eV
SMILES: N#CC[C@H]1CO1
LUMO: 0.844 eV
Strongest force on any atom: 3.989 eV/Å

Structure (XYZ):
```
11
Properties=species:S:1:pos:R:3:forces:R:3
N -1.3739 2.2049 0.8109 0.687 -0.140 -0.158
C -0.5803 0.4348 -0.9171 -0.324 0.183 0.154
H 1.5817 -1.2373 1.4068 -0.455 0.107 0.148
C 0.6482 -1.2406 0.8342 -0.248 0.144 0.204
H -0.1706 0.9440 -1.8008 -0.081 -0.345 0.071
C -0.8910 1.4792 0.0565 -2.649 0.827 -0.052
H -0.2085 -1.6814 1.3362 -0.038 -0.242 -0.423
C 0.5573 -0.1801 -0.1682 0.090 1.616 1.045
H 0.9587 0.9524 0.1922 1.905 -3.311 -1.150
H -1.4483 -0.1621 -1.2078 0.084 -0.008 0.253
O 0.9267 -1.5136 -0.5428 1.029 1.168 -0.093
```
Positions in Å, forces in eV/Å.

Results of the natural (NBO) charge analysis, in e, for atoms 1 through 5: N -0.30; C -0.52; H 0.19; C -0.11; H 0.26

=====

This record from the Open Molecules 2025 dataset describes one molecule with the formula C4H5NO at a distorted geometry. The level of theory is ωB97M-V with the def2-TZVPD basis set.

Summary:
Calculated total energy: -285.31319 a.u.
Kohn-Sham gap: 10.3 eV
HOMO: -9.32 eV
Multiplicity: 1
Relative energy (zero: lowest compared OMol25 entry of this formula, charge and spin): 2.759 eV
SMILES: C1=NO[C@@H]2C[C@H]12
LUMO: 0.987 eV
Strongest force on any atom: 1.416 eV/Å

Structure (XYZ):
```
11
Properties=species:S:1:pos:R:3:forces:R:3
C 0.0377 1.2021 -0.2539 -0.786 0.345 -0.916
H 0.4926 1.6429 0.6035 0.207 0.209 0.442
H -0.3927 1.8702 -0.9998 0.253 0.064 0.321
O 1.4997 -0.7587 -0.0011 0.307 0.224 -0.636
H 0.7790 -0.2017 -1.8585 -0.055 0.017 -0.507
C -0.3759 -0.8849 1.0678 0.842 -0.537 0.252
C 0.5826 -0.0405 -0.8229 0.433 -0.531 0.833
N 0.8676 -1.2306 1.1252 -1.352 0.413 0.091
H -1.7058 -0.2588 -0.5884 0.105 0.270 0.012
H -1.0347 -1.2605 1.8379 -0.028 0.130 0.008
C -0.7501 -0.0795 -0.1100 0.075 -0.604 0.100
```
Positions in Å, forces in eV/Å.

Results of the natural (NBO) charge analysis, in e, for atoms 1 through 5: C -0.43; H 0.23; H 0.23; O -0.35; H 0.21

=====

This record from the Open Molecules 2025 dataset describes one molecule with the formula C4H5NO at a distorted geometry. The level of theory is ωB97M-V with the def2-TZVPD basis set.

Summary:
Calculated total energy: -285.35369 a.u.
Kohn-Sham gap: 11.8 eV
HOMO: -10.96 eV
Multiplicity: 1
Relative energy (zero: lowest compared OMol25 entry of this formula, charge and spin): 1.657 eV
SMILES: N#CC[C@H]1CO1
LUMO: 0.828 eV
Strongest force on any atom: 1.152 eV/Å

Structure (XYZ):
```
11
Properties=species:S:1:pos:R:3:forces:R:3
N 2.9375 0.6198 1.1208 -0.873 -0.341 -0.670
O -1.3611 -1.0747 0.2072 -0.056 -0.171 0.014
C 2.0538 0.2479 0.4740 0.746 0.337 0.617
H -2.4807 0.7382 0.1378 0.175 -0.110 -0.075
C 0.9114 -0.2353 -0.3042 -0.003 -0.117 -0.084
H 0.9121 0.2564 -1.2835 0.012 -0.073 0.172
H -0.3484 0.3080 1.4504 -0.015 -0.063 -0.152
C -0.4187 -0.0400 0.4201 0.137 0.133 0.103
H -1.5953 0.2819 -1.4173 -0.019 -0.033 0.197
C -1.6500 0.2083 -0.3297 -0.137 0.279 -0.131
H 1.0394 -1.3105 -0.4756 0.033 0.160 0.008
```
Positions in Å, forces in eV/Å.

Results of the natural (NBO) charge analysis, in e, for atoms 1 through 5: N -0.31; O -0.48; C 0.28; H 0.19; C -0.55

=====

- Among the records above, which one has the lowest strongest force on any atom?
  number 3

=====

- Number 5 is which compound?
  C4H5NO

=====

- Which of these has the highest HOMO?
  number 8